{
  "formula": "C3H6N2S",
  "method": "ωB97M-V/def2-TZVPD",
  "species": ["C", "C", "C", "N", "N", "S", "H", "H", "H", "H", "H", "H"],
  "xyz": [[-2.097, 0.348, 0.010], [-1.357, -1.090, -0.325], [2.272, 0.596, 0.282], [-1.483, 1.358, 0.276], [1.068, 0.151, -0.342], [0.323, -1.053, 0.309], [-3.224, 0.226, 0.087], [-1.815, -2.057, -0.031], [-1.449, -0.850, -1.434], [1.989, 1.358, 0.994], [2.907, -0.131, 0.782], [2.866, 1.141, -0.608]],
  "homo_energy_ev": [-9.07, -7.73],
  "gap_ev": [9.0, 7.1],
  "relative_energy_kj_mol": 463.9,
  "fmax_ev_per_a": 3.2,
  "total_charge": 0,
  "multiplicity": 1
}